No. 1
DFT (ωB97M-V with the def2-TZVPD basis set) results for a structure of composition C29H77Cu2N7O10 in a non-equilibrium geometry.

Cartesian coordinates (Å):
Cu -2.392 1.048 -1.610
Cu 1.108 2.288 0.381
C -0.455 0.315 0.015
O -1.276 -0.507 -0.479
O 0.797 0.171 0.278
O -0.820 1.569 -0.015
C 0.819 5.921 2.820
C 1.072 4.510 2.307
C 0.176 3.535 3.050
O 0.404 2.225 2.572
C 0.348 1.221 3.569
N 0.868 4.415 0.827
H 1.040 6.007 3.886
H -0.176 6.290 2.586
H 1.594 6.578 2.407
H 2.123 4.253 2.458
H -0.844 3.826 2.743
H 0.258 3.634 4.129
H 1.196 1.286 4.253
H 0.342 0.257 3.061
H -0.592 1.266 4.128
H -0.009 4.910 0.650
H 1.558 4.988 0.345
C -4.352 1.818 2.094
C -3.849 1.233 0.771
C -4.859 0.292 0.164
O -4.258 -0.212 -1.016
C -5.065 -1.206 -1.660
N -3.508 2.321 -0.204
H -5.221 2.467 1.974
H -3.554 2.447 2.506
H -4.527 1.039 2.834
H -2.935 0.696 1.017
H -5.750 0.866 -0.130
H -5.116 -0.481 0.891
H -5.681 -1.735 -0.938
H -4.427 -1.860 -2.248
H -5.729 -0.698 -2.372
H -4.310 2.936 -0.348
H -2.884 2.912 0.348
C -2.186 -1.027 -5.451
C -2.337 0.122 -4.471
C -3.754 0.604 -4.421
O -3.935 1.422 -3.258
C -4.989 2.374 -3.395
N -1.937 -0.341 -3.109
H -2.781 -1.899 -5.177
H -1.147 -1.340 -5.541
H -2.508 -0.719 -6.451
H -1.641 0.932 -4.690
H -4.512 -0.187 -4.374
H -3.977 1.168 -5.334
H -5.866 1.871 -3.816
H -4.715 3.234 -4.001
H -5.278 2.660 -2.386
H -2.252 -1.265 -2.816
H -0.898 -0.459 -3.110
C -1.303 -5.159 1.640
C -1.852 -3.932 0.921
C -2.188 -2.830 1.918
O -3.121 -3.158 2.933
C -4.343 -3.619 2.436
N -0.870 -3.446 -0.036
H -0.378 -4.957 2.185
H -1.098 -5.953 0.923
H -2.043 -5.511 2.361
H -2.723 -4.272 0.354
H -2.606 -1.954 1.379
H -1.277 -2.485 2.414
H -4.722 -2.937 1.658
H -5.062 -3.611 3.256
H -4.307 -4.649 2.069
H 0.106 -3.507 0.233
H -1.043 -2.473 -0.274
C 3.004 -4.286 2.173
C 2.242 -2.969 2.201
C 2.899 -2.026 3.197
O 2.907 -2.451 4.543
C 1.638 -2.549 5.117
N 2.313 -2.380 0.846
H 4.051 -4.120 1.905
H 2.554 -5.053 1.551
H 3.059 -4.690 3.192
H 1.191 -3.162 2.420
H 2.470 -1.006 3.173
H 3.949 -1.925 2.903
H 1.166 -1.553 5.218
H 1.700 -2.980 6.111
H 0.939 -3.144 4.518
H 1.685 -1.581 0.770
H 3.237 -1.977 0.694
C 4.634 3.544 0.905
C 4.168 2.138 0.545
C 5.284 1.139 0.770
O 4.750 -0.148 0.602
C 5.755 -1.154 0.533
N 2.947 1.776 1.350
H 3.846 4.261 0.655
H 5.530 3.845 0.367
H 4.826 3.621 1.978
H 3.903 2.131 -0.515
H 5.758 1.269 1.755
H 6.064 1.308 0.014
H 6.431 -0.965 -0.303
H 5.264 -2.119 0.439
H 6.330 -1.179 1.467
H 3.001 0.747 1.368
H 3.130 2.030 2.321
C 3.189 -0.015 -2.310
C 1.845 0.028 -3.036
C 2.001 -0.146 -4.520
O 2.862 0.828 -5.009
C 2.888 0.900 -6.431
N 0.921 -1.011 -2.539
H 3.775 0.891 -2.485
H 3.766 -0.849 -2.716
H 3.041 -0.147 -1.238
H 1.294 0.957 -2.813
H 1.014 -0.136 -5.008
H 2.454 -1.137 -4.702
H 2.045 1.495 -6.795
H 2.839 -0.097 -6.881
H 3.836 1.359 -6.692
H 0.693 -0.920 -1.558
H 1.341 -1.928 -2.668

Results
multiplicity	3
LUMO (spin up / spin down)	-4.98 / -7.00	eV
Kohn-Sham gap (spin up / spin down)	0.270 / 0.195	Ha
total charge	+2
ΔE to the lowest compared entry with this formula, charge and spin	0.0	kJ/mol

Löwdin population analysis, charges in e, atoms 1 to 99: atom 1 (Cu): 0.796, atom 2 (Cu): 0.737, atom 3 (C): -0.804, atom 4 (O): -0.043, atom 5 (O): -0.057, atom 6 (O): -0.126, atom 7 (C): -0.036, atom 8 (C): -0.401, atom 9 (C): -0.173, atom 10 (O): -0.270, atom 11 (C): -0.063, atom 12 (N): 0.061, atom 13 (H): 0.098, atom 14 (H): 0.093, atom 15 (H): 0.093, atom 16 (H): 0.127, atom 17 (H): 0.138, atom 18 (H): 0.145, atom 19 (H): 0.103, atom 20 (H): 0.081, atom 21 (H): 0.106, atom 22 (H): 0.112, atom 23 (H): 0.103, atom 24 (C): -0.025, atom 25 (C): -0.394, atom 26 (C): -0.172, atom 27 (O): -0.258, atom 28 (C): -0.037, atom 29 (N): 0.066, atom 30 (H): 0.093, atom 31 (H): 0.077, atom 32 (H): 0.096, atom 33 (H): 0.121, atom 34 (H): 0.148, atom 35 (H): 0.134, atom 36 (H): 0.100, atom 37 (H): 0.092, atom 38 (H): 0.094, atom 39 (H): 0.109, atom 40 (H): 0.091, atom 41 (C): -0.029, atom 42 (C): -0.365, atom 43 (C): -0.169, atom 44 (O): -0.266, atom 45 (C): -0.047, atom 46 (N): 0.063, atom 47 (H): 0.095, atom 48 (H): 0.080, atom 49 (H): 0.099, atom 50 (H): 0.153, atom 51 (H): 0.136, atom 52 (H): 0.147, atom 53 (H): 0.108, atom 54 (H): 0.106, atom 55 (H): 0.078, atom 56 (H): 0.115, atom 57 (H): 0.070, atom 58 (C): -0.039, atom 59 (C): -0.444, atom 60 (C): -0.206, atom 61 (O): -0.179, atom 62 (C): -0.117, atom 63 (N): 0.058, atom 64 (H): 0.071, atom 65 (H): 0.087, atom 66 (H): 0.079, atom 67 (H): 0.129, atom 68 (H): 0.106, atom 69 (H): 0.121, atom 70 (H): 0.077, atom 71 (H): 0.096, atom 72 (H): 0.091, atom 73 (H): 0.048, atom 74 (H): 0.022, atom 75 (C): -0.043, atom 76 (C): -0.428, atom 77 (C): -0.208, atom 78 (O): -0.165, atom 79 (C): -0.104, atom 80 (N): 0.066, atom 81 (H): 0.081, atom 82 (H): 0.080, atom 83 (H): 0.088, atom 84 (H): 0.101, atom 85 (H): 0.107, atom 86 (H): 0.124, atom 87 (H): 0.083, atom 88 (H): 0.097, atom 89 (H): 0.081, atom 90 (H): 0.027, atom 91 (H): 0.033, atom 92 (C): -0.039, atom 93 (C): -0.378, atom 94 (C): -0.198, atom 95 (O): -0.244, atom 96 (C): -0.064, atom 97 (N): 0.075, atom 98 (H): 0.063, atom 99 (H): 0.098

---

No. 2
DFT (ωB97M-V with the def2-TZVPD basis set) results for a cluster of 6 separate species, C18H48O7PS6 in total in a non-equilibrium geometry.

Cartesian coordinates (Å):
O -1.058 0.914 2.197
C -0.968 -0.194 2.533
O -0.238 -0.571 3.610
C 0.964 -1.256 3.242
C 1.936 -0.364 2.499
C 3.203 -1.084 2.018
C 3.140 -1.790 0.629
P 1.510 -2.264 -0.006
C 1.578 -2.440 -1.813
C 0.380 -1.699 -2.402
C 0.730 -0.212 -2.508
S -0.379 0.591 -1.310
H -1.478 -0.986 1.963
H 1.439 -1.539 4.166
H 0.702 -2.181 2.717
H 1.490 0.190 1.677
H 2.255 0.383 3.209
H 3.951 -0.321 1.927
H 3.485 -1.801 2.771
H 3.672 -2.726 0.722
H 3.669 -1.189 -0.097
H 0.478 -1.391 0.343
H 1.203 -3.527 0.516
H 1.571 -3.479 -2.107
H 2.538 -2.044 -2.117
H 0.050 -2.099 -3.342
H -0.438 -1.787 -1.699
H 0.582 0.174 -3.499
H 1.754 -0.079 -2.210
H 0.143 1.818 -1.145
C -2.939 3.241 -0.576
S -3.433 3.458 -2.288
O -2.367 4.263 -2.945
C -4.814 4.561 -1.964
H -2.059 2.603 -0.593
H -2.697 4.206 -0.128
H -3.738 2.755 -0.017
H -4.463 5.445 -1.433
H -5.565 4.035 -1.374
H -5.242 4.853 -2.921
C 1.239 3.309 1.411
S 2.426 3.202 0.064
O 2.839 1.767 -0.042
C 3.754 4.074 0.899
H 0.334 2.782 1.112
H 1.652 2.843 2.305
H 1.003 4.356 1.601
H 4.006 3.559 1.826
H 3.440 5.097 1.104
H 4.619 4.084 0.238
C -1.165 -0.680 6.777
S -0.324 0.819 7.313
O 0.591 0.437 8.416
C -1.770 1.585 8.057
H -0.429 -1.334 6.314
H -1.611 -1.183 7.636
H -1.932 -0.425 6.047
H -2.173 0.934 8.832
H -2.519 1.770 7.287
H -1.460 2.531 8.497
C -2.090 2.771 -8.410
S -1.326 1.815 -7.093
O -2.297 0.762 -6.691
C -1.402 3.106 -5.847
H -2.178 2.130 -9.284
H -3.079 3.102 -8.096
H -1.459 3.627 -8.648
H -2.434 3.420 -5.698
H -0.791 3.953 -6.161
H -1.010 2.704 -4.916
C 1.157 -7.704 -2.435
S -0.164 -6.687 -1.772
O 0.373 -5.294 -1.656
C -0.151 -7.395 -0.123
H 1.339 -7.392 -3.462
H 2.061 -7.567 -1.843
H 0.848 -8.748 -2.422
H 0.839 -7.279 0.320
H -0.419 -8.449 -0.182
H -0.889 -6.866 0.478

Results
LUMO	-2.19	eV
Kohn-Sham gap	0.294	Ha
total charge	+1

Partial atomic charges computed with the Löwdin method, in multiples of e: atom 1 (O): 0.129, atom 2 (C): -0.383, atom 3 (O): -0.046, atom 4 (C): -0.191, atom 5 (C): -0.205, atom 6 (C): -0.193, atom 7 (C): -0.283, atom 8 (P): 1.105, atom 9 (C): -0.313, atom 10 (C): -0.318, atom 11 (C): -0.489, atom 12 (S): 0.764, atom 13 (H): 0.155, atom 14 (H): 0.132, atom 15 (H): 0.107, atom 16 (H): 0.078, atom 17 (H): 0.125, atom 18 (H): 0.108, atom 19 (H): 0.111, atom 20 (H): 0.092, atom 21 (H): 0.092, atom 22 (H): -0.008, atom 23 (H): 0.040, atom 24 (H): 0.059, atom 25 (H): 0.093, atom 26 (H): 0.121, atom 27 (H): 0.055, atom 28 (H): 0.074, atom 29 (H): 0.058, atom 30 (H): -0.137, atom 31 (C): -0.272, atom 32 (S): 0.801, atom 33 (O): -0.554, atom 34 (C): -0.264, atom 35 (H): -0.024, atom 36 (H): 0.064, atom 37 (H): 0.061, atom 38 (H): 0.060, atom 39 (H): 0.055, atom 40 (H): 0.052, atom 41 (C): -0.254, atom 42 (S): 0.817, atom 43 (O): -0.580, atom 44 (C): -0.257, atom 45 (H): 0.017, atom 46 (H): 0.058, atom 47 (H): 0.064, atom 48 (H): 0.060, atom 49 (H): 0.061, atom 50 (H): 0.055, atom 51 (C): -0.278, atom 52 (S): 0.790, atom 53 (O): -0.547, atom 54 (C): -0.270, atom 55 (H): 0.035, atom 56 (H): 0.061, atom 57 (H): 0.048, atom 58 (H): 0.060, atom 59 (H): 0.053, atom 60 (H): 0.051, atom 61 (C): -0.272, atom 62 (S): 0.787, atom 63 (O): -0.562, atom 64 (C): -0.280, atom 65 (H): 0.049, atom 66 (H): 0.059, atom 67 (H): 0.053, atom 68 (H): 0.052, atom 69 (H): 0.059, atom 70 (H): 0.033, atom 71 (C): -0.261, atom 72 (S): 0.844, atom 73 (O): -0.592, atom 74 (C): -0.266, atom 75 (H): 0.055, atom 76 (H): 0.060, atom 77 (H): 0.061, atom 78 (H): 0.058, atom 79 (H): 0.060, atom 80 (H): 0.051

---

- Which of these has the highest total charge?
  C29H77Cu2N7O10